{"formula": "C29H65N16O27S", "method": "wB97M-V/def2-TZVPD", "species": ["C", "C", "O", "C", "O", "C", "C", "C", "C", "C", "C", "C", "C", "S", "C", "N", "N", "C", "O", "N", "C", "C", "C", "C", "N", "H", "H", "H", "H", "H", "H", "H", "H", "H", "H", "H", "H", "H", "H", "H", "H", "H", "H", "H", "H", "H", "H", "H", "H", "H", "H", "H", "H", "H", "C", "N", "O", "O", "H", "H", "H", "C", "N", "O", "O", "H", "H", "H", "C", "N", "O", "O", "H", "H", "H", "C", "N", "O", "O", "H", "H", "H", "C", "N", "O", "O", "H", "H", "H", "C", "N", "O", "O", "H", "H", "H", "C", "N", "O", "O", "H", "H", "H", "C", "N", "O", "O", "H", "H", "H", "C", "N", "O", "O", "H", "H", "H", "C", "N", "O", "O", "H", "H", "H", "C", "N", "O", "O", "H", "H", "H", "C", "N", "O", "O", "H", "H", "H"], "positions_angstrom": [[0.993, 1.307, 1.854], [1.246, 2.837, 2.025], [1.842, 3.487, 0.882], [2.695, 2.668, 0.185], [3.772, 2.363, 0.597], [2.269, 2.071, -1.202], [0.821, 2.505, -1.586], [0.161, 1.556, -2.661], [0.188, 0.094, -2.133], [1.275, -0.796, -2.827], [0.579, -2.175, -2.705], [1.495, -3.361, -3.036], [2.291, -3.614, -1.697], [1.371, -4.761, -0.590], [0.796, -3.829, 0.867], [1.256, -3.922, 2.104], [0.578, -3.086, 2.912], [-0.338, -2.464, 2.172], [-0.229, -2.874, 0.906], [-0.650, -2.143, -2.330], [-1.123, -0.757, -2.064], [-2.454, -0.264, -2.709], [-3.503, 0.269, -1.644], [-4.741, -0.674, -1.480], [-4.470, -1.806, -0.554], [0.379, 0.996, 2.736], [0.345, 1.086, 0.973], [1.912, 0.689, 1.881], [1.794, 2.985, 2.974], [0.246, 3.307, 2.156], [2.391, 0.972, -1.069], [3.005, 2.360, -1.989], [0.157, 2.467, -0.696], [0.816, 3.562, -1.930], [0.761, 1.691, -3.593], [-0.844, 1.964, -2.870], [0.524, 0.137, -1.070], [1.525, -0.609, -3.891], [2.217, -0.913, -2.250], [0.889, -4.251, -3.319], [2.194, -3.108, -3.859], [2.344, -2.643, -1.169], [3.309, -4.007, -1.853], [-1.054, -1.736, 2.579], [-1.168, -3.014, -2.211], [-1.353, -0.770, -0.971], [-2.918, -1.124, -3.252], [-2.329, 0.546, -3.460], [-3.820, 1.290, -1.951], [-3.055, 0.376, -0.628], [-5.031, -1.110, -2.465], [-5.573, -0.044, -1.078], [-4.075, -1.382, 0.290], [-5.389, -2.156, -0.276], [2.843, 6.217, 4.181], [1.696, 5.681, 4.963], [1.414, 6.239, 5.998], [1.119, 4.711, 4.499], [3.255, 7.070, 4.709], [3.581, 5.422, 4.095], [2.466, 6.511, 3.205], [6.596, 4.311, -2.904], [5.366, 3.612, -3.359], [4.425, 4.294, -3.718], [5.387, 2.397, -3.337], [6.436, 5.382, -2.974], [6.778, 4.015, -1.874], [7.410, 3.999, -3.552], [-2.482, -4.851, 0.382], [-3.882, -5.102, -0.042], [-4.757, -4.921, 0.779], [-4.048, -5.471, -1.182], [-2.486, -4.533, 1.420], [-1.936, -5.785, 0.271], [-2.065, -4.076, -0.254], [-6.772, -3.254, 3.138], [-6.581, -1.810, 2.864], [-6.407, -1.079, 3.819], [-6.616, -1.449, 1.699], [-6.719, -3.414, 4.208], [-7.747, -3.532, 2.754], [-5.981, -3.792, 2.629], [-7.933, 1.734, 4.964], [-9.027, 2.238, 5.837], [-10.094, 1.653, 5.793], [-8.776, 3.198, 6.533], [-8.299, 0.880, 4.404], [-7.648, 2.541, 4.294], [-7.107, 1.447, 5.609], [9.105, 0.843, -1.243], [9.314, 2.310, -1.382], [9.533, 2.945, -0.372], [9.249, 2.768, -2.507], [9.191, 0.578, -0.194], [8.111, 0.616, -1.620], [9.872, 0.345, -1.831], [-0.560, 1.793, -6.776], [-1.701, 1.236, -5.996], [-2.028, 1.810, -4.972], [-2.233, 0.239, -6.437], [-0.180, 2.677, -6.271], [0.204, 1.020, -6.829], [-0.935, 2.044, -7.765], [0.109, 6.219, -4.434], [-0.080, 5.006, -5.273], [-0.286, 5.166, -6.456], [-0.014, 3.927, -4.708], [0.024, 7.096, -5.067], [-0.667, 6.215, -3.673], [1.099, 6.157, -3.989], [-10.388, -1.984, 6.226], [-10.065, -2.536, 4.883], [-10.989, -2.851, 4.169], [-8.883, -2.634, 4.594], [-11.467, -1.957, 6.340], [-9.937, -2.639, 6.967], [-9.969, -0.981, 6.277], [3.091, 0.660, 4.643], [3.946, 1.229, 5.720], [4.760, 2.073, 5.400], [3.766, 0.805, 6.841], [3.361, 1.128, 3.701], [3.275, -0.412, 4.609], [2.057, 0.874, 4.900], [4.029, -8.092, -1.659], [4.216, -6.629, -1.856], [4.366, -5.942, -0.865], [4.204, -6.220, -3.001], [4.063, -8.307, -0.596], [3.062, -8.358, -2.078], [4.837, -8.598, -2.182], [4.961, -1.243, 0.854], [5.285, -1.716, -0.519], [4.350, -2.016, -1.250], [6.453, -1.770, -0.818], [3.882, -1.246, 0.979], [5.433, -1.926, 1.555], [5.358, -0.235, 0.956]], "charge": 1, "energy_ha": -4448.308533, "gap_ev": 8.719}